{
  "formula": "C7H15N3",
  "method": "ωB97M-V/def2-TZVPD",
  "elements": ["N", "C", "C", "C", "C", "H", "H", "H", "H", "H", "H", "H", "H", "H", "H", "H", "N", "C", "C", "C", "N", "H", "H", "H", "H"],
  "positions_angstrom": [[-2.96236, 1.24461, -2.05757], [-4.12169, 0.59381, -2.65176], [-1.78008, 0.94166, -2.85505], [-2.11676, 3.42932, -1.20647], [-3.19679, 2.68631, -1.98252], [-4.31481, 0.94588, -3.67906], [-3.95596, -0.49633, -2.67878], [-5.01358, 0.79891, -2.03607], [-1.85840, 1.35227, -3.87577], [-0.87832, 1.35895, -2.37620], [-1.66705, -0.15336, -2.92404], [-1.97599, 2.95793, -0.21926], [-2.42810, 4.47658, -1.05509], [-1.15154, 3.42290, -1.74024], [-4.16686, 2.82657, -1.46801], [-3.28971, 3.11530, -2.99879], [-2.65743, -1.24027, 3.85504], [-3.17124, -0.92876, 2.67569], [-1.37044, -0.75888, 3.82525], [-1.10435, -0.15120, 2.61731], [-2.26668, -0.26996, 1.89685], [-4.18240, -1.15364, 2.33645], [-0.69905, -0.87412, 4.67615], [-0.21812, 0.34099, 2.21675], [-2.42581, 0.07387, 0.94660]],
  "atomic_forces_ev_per_a": [[0.002, 0.052, -0.129], [-0.166, -0.289, 0.323], [0.278, -0.195, 0.314], [0.107, 0.063, 0.096], [-0.238, 0.012, 0.303], [-0.017, -0.038, 0.038], [-0.115, 0.406, -0.018], [0.305, -0.108, -0.267], [0.026, -0.029, 0.010], [-0.354, -0.240, -0.243], [0.035, 0.440, 0.005], [-0.013, 0.215, -0.326], [0.213, -0.388, -0.055], [-0.376, 0.090, 0.252], [0.390, -0.012, -0.279], [-0.055, -0.031, 0.101], [-0.169, 0.257, -0.752], [0.241, -0.081, 0.401], [0.270, 0.187, -0.207], [0.133, -0.102, 0.361], [-0.295, 0.121, -0.537], [0.418, 0.089, 0.148], [-0.284, 0.048, -0.358], [-0.423, -0.242, 0.206], [0.087, -0.226, 0.613]],
  "e_tot_ha": -439.9666,
  "homo_lumo_gap_ev": 9.40,
  "molar_mass_g_mol": 141.2,
  "homo_ev": -8.6906,
  "e_lumo_ev": 0.7,
  "smiles": "c1c[nH]cn1.CCN(C)C"
}